No. 1
Formula: C3H2I2N2O
Source: the OMol25 dataset
Level of theory: ωB97M-V with the def2-TZVPD basis set

Cartesian coordinates (Å):
C 1.848 0.425 1.705
C 2.915 1.263 1.623
C -2.316 0.251 1.036
N -1.401 0.622 1.607
N 3.843 1.999 1.367
O 4.778 2.702 1.242
I 1.266 -0.894 0.190
I -3.663 -0.849 0.186
H 1.445 0.461 2.669
H -0.739 1.230 2.156

Properties
Maximum force, eV/A: 3.342
Energy above the lowest of the compared OMol25 structures with the same formula, charge and spin, eV: 0.6314
HOMO (alpha / beta), eV: -18.3 / -18.3
Frontier orbital gap (alpha / beta), eV: 7.144 / 7.142
Total charge: +2
LUMO (alpha / beta), eV: -11.20 / -11.20
Molecular weight, g/mol: 335.87
E, eV: -24347.44852

Atomic partial charges in e from the Löwdin method, atoms 1 to 4: C -0.47; C -0.03; C -0.74; N 0.20


No. 2
Formula: C24H42O16S
Source: the OMol25 dataset
Level of theory: ωB97M-V with the def2-TZVPD basis set

Cartesian coordinates (Å):
C -6.537 -0.830 2.401
C -5.498 -0.216 1.485
O -4.570 -1.158 0.980
C -4.939 -1.780 -0.244
C -3.712 -1.851 -1.145
O -3.859 -1.004 -2.297
C -2.987 0.045 -2.357
O -3.481 0.920 -3.426
S -2.270 1.791 -4.005
O -2.042 1.512 -5.379
O -2.466 3.135 -3.584
O -1.104 1.101 -3.145
C -1.586 -0.232 -2.866
C -0.649 -1.185 -2.160
C -0.180 -0.767 -0.767
C 0.774 0.447 -0.741
C 0.593 1.259 0.551
C -0.426 2.398 0.371
O -0.083 3.501 1.180
C -0.424 4.767 0.639
H -6.065 -1.419 3.185
H -7.086 -0.027 2.896
H -7.257 -1.448 1.866
H -5.970 0.356 0.681
H -4.918 0.507 2.061
H -5.755 -1.251 -0.736
H -5.248 -2.804 -0.017
H -3.525 -2.864 -1.492
H -2.872 -1.512 -0.540
H -2.999 0.715 -1.488
H -1.772 -0.692 -3.847
H -1.173 -2.141 -2.116
H 0.218 -1.341 -2.803
H 0.370 -1.608 -0.340
H -1.017 -0.586 -0.089
H 0.649 1.084 -1.610
H 1.789 0.051 -0.737
H 1.536 1.711 0.852
H 0.234 0.611 1.350
H -1.425 2.030 0.647
H -0.465 2.675 -0.687
H -0.467 4.749 -0.451
H 0.352 5.474 0.924
H -1.382 5.106 1.040
C 4.341 -5.810 0.588
C 3.513 -4.734 -0.063
C 4.039 -4.208 -1.378
O 3.516 -2.869 -1.396
C 3.354 -2.478 -0.110
O 3.103 -1.366 0.229
O 3.510 -3.525 0.728
H 4.028 -5.953 1.622
H 4.223 -6.754 0.054
H 5.393 -5.545 0.603
H 2.471 -5.054 -0.166
H 3.689 -4.762 -2.245
H 5.130 -4.152 -1.394
C 5.208 -3.566 5.903
C 5.521 -4.855 5.189
C 6.777 -5.570 5.636
O 7.156 -6.282 4.448
C 6.676 -5.590 3.389
O 6.957 -5.801 2.254
O 5.828 -4.620 3.800
H 4.438 -3.013 5.366
H 4.854 -3.769 6.913
H 6.091 -2.928 5.961
H 4.661 -5.529 5.224
H 6.618 -6.264 6.457
H 7.580 -4.877 5.893
C -2.769 6.640 -4.057
C -2.539 7.356 -2.751
C -2.581 8.865 -2.816
O -1.731 9.237 -1.725
C -0.844 8.229 -1.533
O 0.104 8.290 -0.822
O -1.196 7.143 -2.268
H -2.496 5.590 -3.971
H -3.819 6.703 -4.343
H -2.161 7.078 -4.851
H -3.225 6.980 -1.986
H -3.576 9.282 -2.678
H -2.147 9.251 -3.741

Properties
Maximum force, eV/A: 1.630
Energy above the lowest of the compared OMol25 structures with the same formula, charge and spin, eV: 0.0000
HOMO, eV: -9.1
Frontier orbital gap, eV: 9.527
LUMO, eV: 0.46
Molecular weight, g/mol: 618.65
E, eV: -69162.88321

Atomic partial charges in e from the Löwdin method, atoms 1 to 4: C -0.08; C -0.28; O -0.15; C -0.17


No. 3
Formula: C5H18NO2
Source: the OMol25 dataset
Level of theory: ωB97M-V with the def2-TZVPD basis set

Cartesian coordinates (Å):
C -0.732 0.899 0.595
C -0.513 -0.492 -0.014
C 0.616 -0.476 -1.052
C -1.821 -0.930 -0.677
C -1.772 -2.323 -1.269
N 0.546 1.538 1.086
H -1.112 1.589 -0.163
H -1.422 0.826 1.433
H -0.189 -1.159 0.795
H 0.959 -1.476 -1.290
H 1.563 -0.042 -0.705
H 0.289 0.108 -1.912
H -2.027 -0.199 -1.480
H -2.676 -0.641 -0.052
H -1.534 -3.070 -0.499
H -1.039 -2.562 -2.029
H -2.804 -2.618 -1.492
H 0.252 2.281 1.721
H 1.054 2.053 0.333
H 1.168 0.900 1.594
H 1.738 3.501 -1.542
H 2.667 2.263 -1.303
O 1.880 2.706 -1.003
H 0.859 -1.050 3.135
H 2.433 -0.917 3.101
O 1.618 -0.709 2.688

Properties
Maximum force, eV/A: 2.393
Energy above the lowest of the compared OMol25 structures with the same formula, charge and spin, eV: 0.2235
HOMO, eV: -14.4
Frontier orbital gap, eV: 11.471
Total charge: +1
LUMO, eV: -2.90
Molecular weight, g/mol: 124.20
E, eV: -11056.35607

Atomic partial charges in e from the Löwdin method, atoms 1 to 4: C -0.12; C -0.38; C -0.06; C -0.24


No. 4
Formula: C25H19Cl3N3O4STm
Source: the OMol25 dataset
Level of theory: ωB97M-V with the def2-TZVPD basis set

Cartesian coordinates (Å):
Tm 0.274 0.534 -0.104
O 0.118 2.399 -1.151
C -0.792 2.583 -0.295
O -0.553 2.302 0.919
C -2.189 2.817 -0.751
C -2.901 3.986 -0.531
C -4.197 4.106 -1.004
C -4.778 3.042 -1.682
C -4.087 1.856 -1.861
C -2.780 1.712 -1.390
S -1.962 0.158 -1.523
H -2.432 4.798 0.012
H -4.750 5.022 -0.845
H -5.789 3.132 -2.058
H -4.545 1.008 -2.353
Cl 4.026 -5.465 1.848
C 3.448 -3.868 1.521
C 2.214 -3.699 0.921
C 1.774 -2.414 0.679
Cl 0.252 -2.155 -0.142
C 2.488 -1.254 1.027
O 2.021 -0.055 0.809
C 3.751 -1.497 1.601
Cl 4.722 -0.125 2.001
C 4.227 -2.769 1.850
H 1.607 -4.548 0.640
H 5.202 -2.898 2.297
N 3.055 3.764 -5.573
C 3.836 2.868 -4.915
O 5.040 2.815 -5.050
C 3.100 1.936 -3.993
C 1.809 1.485 -4.233
C 1.201 0.678 -3.290
N 1.787 0.323 -2.141
C 3.052 0.717 -1.945
C 3.747 1.503 -2.844
H 3.524 4.464 -6.123
H 2.088 3.906 -5.345
H 1.283 1.745 -5.141
H 0.197 0.304 -3.452
H 3.517 0.392 -1.023
H 4.768 1.803 -2.657
N -1.395 -0.191 1.819
C -0.784 -0.742 2.998
C 0.374 -0.162 3.510
C 1.000 -0.721 4.611
C 0.480 -1.856 5.217
C -0.687 -2.418 4.724
C -1.320 -1.860 3.623
H -1.677 0.771 1.986
H -2.225 -0.716 1.578
H 0.781 0.730 3.052
H 1.903 -0.267 4.999
H 0.973 -2.289 6.078
H -1.118 -3.290 5.198
H -2.235 -2.301 3.242

Properties
Maximum force, eV/A: 1.837
Energy above the lowest of the compared OMol25 structures with the same formula, charge and spin, eV: 0.6279
HOMO (alpha / beta), eV: -7.7 / -7.7
Multiplicity: 3
Frontier orbital gap (alpha / beta), eV: 7.436 / 7.436
LUMO (alpha / beta), eV: -0.23 / -0.23
Molecular weight, g/mol: 732.80
⟨S²⟩: 2.002
E, eV: -116832.01168

Atomic partial charges in e from the Löwdin method, atoms 1 to 4: Tm 1.11; O -0.08; C -0.66; O -0.07


- What is the energy above the lowest of the compared OMol25 structures with the same formula, charge and spin in the fourth record?
  0.6279 eV